(1)
Density functional theory data (ωB97M-V with the def2-TZVPD basis set) for a 3-piece molecular cluster, C17H43O8P3 overall.

Computed properties:
- Orbital gap: 9.29 eV
- SMILES: COP(=O)(OC)OC.COP(=O)(OC)OC.CCCCCCCCCCCP

Geometry as ORCA input:
```
! wB97M-V def2-TZVPD RIJCOSX def2/J DEFGRID3
* xyz 0 1
C -0.670 -0.206 3.027
O 0.075 0.397 4.098
P -0.446 0.322 5.589
O -1.101 -0.929 5.969
O -1.328 1.630 5.823
C -2.495 1.835 5.027
O 0.880 0.690 6.359
C 0.780 1.055 7.740
H 0.035 -0.649 2.334
H -1.345 -0.980 3.386
H -1.237 0.566 2.505
H -2.981 0.890 4.778
H -2.224 2.366 4.114
H -3.187 2.446 5.600
H 0.198 1.969 7.852
H 1.790 1.231 8.099
H 0.324 0.250 8.317
C 4.370 4.526 -1.401
O 4.052 4.219 -0.040
P 2.641 3.593 0.316
O 2.095 2.675 -0.685
O 1.686 4.815 0.681
C 1.419 5.813 -0.305
O 2.953 2.989 1.734
C 1.839 2.600 2.552
H 5.417 4.281 -1.562
H 3.758 3.947 -2.093
H 4.224 5.591 -1.579
H 1.392 5.386 -1.309
H 2.181 6.591 -0.250
H 0.449 6.250 -0.084
H 1.234 3.469 2.811
H 2.235 2.162 3.463
H 1.228 1.861 2.035
C -0.450 2.132 -3.678
C -1.753 1.324 -3.653
C -1.495 -0.184 -3.471
C -2.240 -1.068 -4.494
C -2.593 -2.452 -3.945
C -1.418 -3.120 -3.246
C -1.593 -4.620 -3.099
C -0.605 -5.302 -2.123
C 0.839 -4.777 -2.131
C 1.368 -4.178 -0.826
C 0.686 -2.885 -0.348
P -0.794 -2.985 0.756
H 0.308 1.623 -4.263
H -0.637 3.111 -4.105
H -0.051 2.267 -2.678
H -2.327 1.524 -4.549
H -2.295 1.672 -2.782
H -1.781 -0.468 -2.465
H -0.433 -0.382 -3.578
H -3.148 -0.541 -4.760
H -1.605 -1.187 -5.368
H -3.427 -2.320 -3.257
H -2.957 -3.093 -4.744
H -0.537 -2.908 -3.841
H -1.334 -2.685 -2.261
H -2.597 -4.780 -2.708
H -1.571 -5.116 -4.065
H -0.565 -6.351 -2.396
H -1.043 -5.279 -1.135
H 1.479 -5.628 -2.347
H 1.028 -4.059 -2.920
H 2.406 -3.912 -1.022
H 1.405 -4.911 -0.029
H 0.467 -2.230 -1.181
H 1.403 -2.354 0.271
H -1.846 -3.445 -0.056
H -0.532 -4.084 1.597
*
```

=====

(2)
Density functional theory data (ωB97M-V with the def2-TZVPD basis set) for C17H44BeN4Na3O7 as an isolated structure.

Computed properties:
- Expectation value of S²: 0.751
- Orbital gap (alpha / beta): 6.31 / 5.78 eV

Geometry as ORCA input:
```
! wB97M-V def2-TZVPD RIJCOSX def2/J DEFGRID3
* xyz 2 2
Be 3.281 -0.086 3.075
Na 2.153 3.203 1.261
Na 5.167 0.649 -0.322
Na 3.045 -2.038 -1.641
C 2.409 0.090 0.207
O 3.328 -0.653 0.581
O 2.142 0.103 -0.971
O 1.892 0.829 1.005
C 0.548 4.254 -4.015
C 0.948 2.825 -3.520
C 1.674 2.026 -4.607
O 0.803 1.719 -5.708
C 1.314 1.008 -6.831
N 1.708 2.998 -2.305
H 0.229 4.209 -5.056
H 1.467 4.835 -3.927
H -0.333 4.585 -3.465
H 0.081 2.300 -3.119
H 2.073 1.082 -4.234
H 2.509 2.590 -5.023
H 0.809 1.335 -7.740
H 1.130 -0.032 -6.560
H 2.381 1.223 -6.890
H 1.167 3.603 -1.705
H 1.848 2.090 -1.886
C -1.619 -2.927 -2.694
C -0.980 -1.936 -1.676
C -0.172 -2.594 -0.467
O 0.826 -3.414 -1.035
C 1.468 -4.181 -0.002
N -0.171 -1.007 -2.444
H -2.169 -3.634 -2.072
H -0.951 -3.490 -3.346
H -2.341 -2.394 -3.314
H -1.823 -1.389 -1.254
H -0.798 -3.278 0.105
H 0.268 -1.787 0.120
H 0.746 -4.810 0.518
H 1.970 -3.619 0.786
H 2.079 -4.969 -0.442
H 0.469 -0.471 -1.876
H 0.320 -1.576 -3.119
C -1.787 1.798 2.449
C -1.758 0.877 1.253
C -3.196 0.711 0.782
O -3.969 0.048 1.781
C -5.331 -0.116 1.425
N -0.927 1.455 0.188
H -0.794 2.135 2.749
H -2.364 1.422 3.294
H -2.250 2.766 2.257
H -1.476 -0.118 1.599
H -3.278 0.299 -0.224
H -3.649 1.697 0.677
H -5.946 0.764 1.233
H -5.852 -0.723 2.165
H -5.395 -0.777 0.561
H 0.048 1.259 0.361
H -0.967 0.912 -0.663
C -0.743 -2.214 3.364
C 0.361 -1.171 3.405
C 0.257 -0.233 4.612
O 1.342 0.744 4.772
C 1.320 1.547 5.925
N 1.594 -1.953 3.492
H -1.706 -1.716 3.481
H -0.769 -2.890 4.218
H -0.693 -2.860 2.487
H 0.300 -0.529 2.527
H 0.100 -0.893 5.465
H -0.621 0.400 4.486
H 1.574 0.979 6.819
H 0.350 2.043 5.962
H 2.096 2.278 5.698
H 1.657 -2.588 4.275
H 1.573 -2.623 2.737
*
```

=====

(3)
Density functional theory data (ωB97M-V with the def2-TZVPD basis set) for C17H44F3N4O4PSi2 as an isolated structure.

Computed properties:
- Orbital gap: 8.53 eV

Geometry as ORCA input:
```
! wB97M-V def2-TZVPD RIJCOSX def2/J DEFGRID3
* xyz 0 1
C 4.952 1.163 -1.267
N 4.273 0.155 -2.097
C 4.546 -1.217 -1.646
C 4.581 0.289 -3.482
O 5.646 0.718 -3.890
C 3.475 -0.111 -4.429
Si 2.787 1.369 -5.380
O 1.336 1.907 -4.745
Si 0.991 2.062 -3.153
C 0.503 3.878 -2.746
F -0.623 4.331 -3.326
F 0.335 3.995 -1.398
F 1.494 4.742 -3.087
P -0.780 0.722 -2.730
N -1.524 0.266 -3.995
O -0.240 -0.516 -1.830
O -1.752 1.502 -1.701
H 4.245 1.538 -0.517
H 5.827 0.745 -0.751
H 5.281 2.004 -1.878
H 3.883 -1.921 -2.159
H 4.339 -1.279 -0.576
H 5.592 -1.503 -1.834
H 2.694 -0.681 -3.917
H 3.923 -0.754 -5.199
H 3.770 2.463 -5.410
H 2.502 0.938 -6.759
H 2.131 1.769 -2.266
H -1.112 0.589 -4.862
H 0.184 -0.183 -1.025
H -1.480 1.448 -0.773
C 1.282 -5.162 3.258
C 0.804 -3.802 2.776
N 0.648 -3.729 1.333
C 0.461 -2.379 0.844
C -0.809 -1.606 1.217
C -0.209 -4.742 0.738
C -1.661 -4.829 1.227
H 2.208 -5.446 2.757
H 1.470 -5.125 4.332
H 0.543 -5.944 3.085
H 1.549 -3.051 3.054
H -0.117 -3.538 3.321
H 0.525 -2.404 -0.247
H 1.328 -1.798 1.180
H -1.679 -1.954 0.662
H -0.677 -0.547 0.973
H -1.033 -1.659 2.283
H 0.265 -5.713 0.891
H -0.199 -4.583 -0.343
H -1.727 -4.764 2.314
H -2.091 -5.787 0.931
H -2.289 -4.047 0.802
C -1.986 0.989 4.016
C -2.375 2.340 3.436
N -2.471 2.338 1.986
C -2.560 3.672 1.412
C -3.793 4.523 1.738
C -3.373 1.345 1.426
C -4.843 1.365 1.864
H -1.051 0.636 3.577
H -1.845 1.080 5.094
H -2.752 0.231 3.851
H -1.605 3.069 3.704
H -3.303 2.679 3.923
H -2.473 3.578 0.326
H -1.669 4.219 1.736
H -4.678 4.187 1.199
H -3.609 5.558 1.447
H -4.021 4.519 2.805
H -2.966 0.355 1.647
H -3.327 1.433 0.336
H -4.943 1.502 2.941
H -5.314 0.414 1.610
H -5.412 2.150 1.368
*
```

=====

The records above yield electronic energy values of -62576.8427; -52270.6056; -65692.6529 eV, respectively.